No. 1
Formula: C28H112N4O33P
Source: OMol25
Level of theory: ωB97M-V with the def2-TZVPD basis set

```
178
Properties=species:S:1:pos:R:3:mulliken_charge:R:1
C 3.91 -1.31 3.91 -0.4538
O 4.16 -1.09 2.53 0.2034
C 5.32 -1.82 2.12 -1.0509
C 5.24 -2.17 0.63 -0.8420
C 3.98 -3.01 0.25 0.9765
C 4.29 -4.00 -0.91 -1.2417
C 3.17 -4.02 -1.98 -0.3702
C 3.07 -2.66 -2.75 -0.5996
C 1.72 -1.94 -2.44 1.2220
C 1.25 -1.04 -3.60 -1.6426
C 1.82 0.39 -3.57 -0.4884
C 1.05 1.42 -2.73 0.0532
N 0.76 1.03 -1.33 0.4061
C -0.45 0.75 -1.00 -1.4544
N -1.56 0.76 -1.85 0.7068
C -2.67 -0.06 -1.29 -1.8348
C -1.83 -0.69 -0.08 0.8241
C -1.22 -1.94 -0.77 -0.8809
C -2.93 -1.17 0.93 -1.1629
C -2.64 -0.95 2.42 0.2698
C -3.68 -0.47 3.17 -0.2537
C -3.59 -0.26 4.52 -1.3150
C -2.40 -0.54 5.17 -1.8840
C -1.34 -0.99 4.43 0.1368
C -1.44 -1.21 3.08 1.7269
C -0.23 -1.76 2.36 -0.4314
N -0.94 0.37 0.31 1.4633
C -1.57 1.60 0.87 -1.1744
C -1.12 1.87 2.33 2.1979
C -1.13 3.34 2.73 -0.7993
N -0.08 4.24 2.37 -0.0837
O -2.05 3.78 3.40 -0.6385
P 2.01 0.96 -0.02 0.6346
C 3.66 0.71 -0.76 -0.2248
C 2.08 2.72 0.54 -1.1284
H 3.09 -0.68 4.23 -0.4862
H 3.58 -2.36 4.03 0.3832
H 4.79 -1.13 4.54 0.4380
H 5.46 -2.71 2.76 0.5361
H 6.20 -1.19 2.30 0.4253
H 6.15 -2.75 0.41 0.5120
H 5.28 -1.22 0.10 0.1153
H 3.16 -2.36 -0.06 -0.8177
H 3.72 -3.56 1.16 0.5020
H 5.24 -3.74 -1.38 0.4344
H 4.38 -5.01 -0.48 0.4927
H 3.42 -4.84 -2.69 0.0941
H 2.21 -4.28 -1.53 0.0073
H 3.15 -2.91 -3.81 0.5237
H 3.88 -1.98 -2.44 0.1628
H 1.00 -2.76 -2.29 0.5491
H 1.81 -1.41 -1.49 -1.3422
H 1.62 -1.50 -4.52 0.8112
H 0.16 -1.02 -3.72 0.2369
H 2.89 0.33 -3.34 0.1664
H 1.77 0.76 -4.60 0.6622
H 1.68 2.31 -2.67 0.2528
H 0.16 1.71 -3.28 -0.3083
H -1.79 1.71 -2.13 0.1881
H -2.95 -0.85 -1.98 0.3669
H -3.42 0.68 -1.03 0.3203
H -0.26 -2.23 -0.34 -0.2244
H -1.03 -1.71 -1.83 0.3785
H -1.92 -2.79 -0.79 0.2089
H -3.22 -2.22 0.79 0.4069
H -3.83 -0.58 0.72 0.4119
H -4.66 -0.25 2.74 0.4452
H -4.42 0.10 5.12 0.9136
H -2.28 -0.41 6.24 0.5580
H -0.39 -1.20 4.90 0.6373
H 0.31 -0.95 1.86 -0.3844
H -0.45 -2.59 1.70 -0.5081
H 0.47 -2.10 3.14 0.5995
H -2.66 1.60 0.85 0.4715
H -1.22 2.46 0.26 0.9047
H -1.87 1.40 2.96 -0.9692
H -0.16 1.40 2.55 -0.1877
H -0.32 4.67 1.48 0.1013
H -0.04 4.99 3.06 0.3809
H 3.79 -0.26 -1.23 -0.5040
H 3.80 1.45 -1.56 0.2247
H 4.45 0.93 -0.03 0.5761
H 2.30 2.79 1.60 0.5934
H 1.15 3.20 0.24 -0.0798
H 2.89 3.21 -0.03 0.4852
O 0.02 3.61 -4.73 -0.5533
H -0.89 3.31 -4.87 0.2146
H -0.02 4.56 -4.90 0.3081
O -6.72 -1.55 2.61 -0.5226
H -6.92 -2.22 1.95 0.2547
H -7.50 -1.56 3.18 0.2831
O 0.80 5.21 -1.84 -0.6866
H 0.61 4.58 -2.55 0.1955
H 0.00 5.21 -1.31 0.2852
O -2.74 2.62 -5.08 -0.5721
H -2.92 1.97 -5.77 0.2401
H -3.52 2.62 -4.52 0.2913
O 4.45 2.68 2.66 -0.6993
H 4.34 1.72 2.57 0.2842
H 4.64 2.97 1.76 0.3473
O 0.62 7.81 -0.59 -0.6029
H 0.35 7.50 0.28 0.3027
H 0.64 7.01 -1.14 0.4248
O -3.36 3.16 -2.49 -0.7004
H -2.94 4.03 -2.49 0.2865
H -3.94 3.17 -1.72 0.3335
O -4.67 -3.03 6.38 -0.6954
H -4.19 -2.30 5.97 0.3532
H -4.02 -3.74 6.43 0.3094
O -1.01 0.15 -5.54 -0.7593
H -0.64 1.05 -5.53 0.2595
H -1.56 0.12 -4.74 0.2836
O 4.33 -6.85 -3.87 -0.5829
H 4.25 -7.81 -3.95 0.3245
H 4.53 -6.56 -4.76 0.2554
O 4.57 1.85 -3.99 -0.4606
H 5.09 2.63 -3.73 0.3301
H 5.09 1.45 -4.69 0.2108
O 1.41 1.17 4.68 -0.4904
H 0.51 0.80 4.60 0.2215
H 1.28 2.12 4.57 0.2484
O -0.07 -3.33 6.12 -0.6152
H 0.46 -2.55 6.35 0.3313
H 0.45 -3.77 5.44 0.2928
O -9.47 -1.16 2.19 -0.6501
H -9.09 -0.28 2.17 0.3264
H -10.04 -1.15 2.97 0.3460
O 4.83 -9.09 -5.28 -0.5929
H 4.30 -9.72 -5.77 0.3072
H 5.58 -8.90 -5.86 0.2765
O 0.15 5.74 5.18 -0.6274
H -0.74 5.39 5.08 0.2599
H 0.04 6.69 5.05 0.3043
O 2.92 -0.22 6.61 -0.5481
H 3.65 -0.37 7.22 0.2690
H 3.27 0.40 5.95 0.2763
O -2.55 5.66 6.39 -0.6269
H -2.74 5.31 7.26 0.3188
H -2.52 4.88 5.82 0.3155
O -0.82 -4.85 2.15 -0.6378
H -1.02 -5.52 1.49 0.2510
H -1.59 -4.85 2.73 0.2615
O 1.22 0.05 -7.28 -0.6670
H 1.04 -0.59 -7.99 0.3349
H 0.46 -0.03 -6.69 0.4165
O 4.60 5.18 0.47 -0.6121
H 4.86 5.58 1.31 0.3270
H 3.73 5.57 0.30 0.2965
O -0.78 2.18 -7.85 -0.5644
H -0.35 2.97 -8.20 0.2722
H -0.10 1.50 -7.91 0.3437
O -1.31 9.01 1.49 -0.6206
H -2.21 8.84 1.78 0.3132
H -1.42 9.56 0.70 0.3172
O 3.23 -9.93 -2.40 -0.6282
H 2.32 -9.98 -2.70 0.3220
H 3.75 -9.87 -3.21 0.3069
O -10.48 -2.20 4.71 -0.6500
H -10.69 -2.45 5.61 0.3060
H -10.43 -3.03 4.23 0.3241
O -2.21 -0.70 -8.28 -0.6148
H -1.98 -0.30 -7.43 0.3424
H -3.08 -0.35 -8.49 0.3045
O -5.67 1.02 6.43 -0.6705
H -6.56 0.66 6.36 0.3080
H -5.77 1.95 6.21 0.3027
O -2.83 -4.94 -1.00 -0.6075
H -3.75 -5.00 -1.30 0.2822
H -2.32 -4.87 -1.81 0.3174
O 4.76 4.63 -3.92 -0.6510
H 3.87 4.28 -4.01 0.2888
H 4.66 5.57 -4.08 0.2939
O 0.83 -5.26 -0.15 -0.5874
H 1.41 -6.02 -0.02 0.2879
H 0.59 -4.99 0.75 0.3602
O -6.00 4.28 -3.56 -0.6143
H -5.24 4.04 -3.01 0.3153
H -5.66 4.97 -4.14 0.3118
```

The total charge is +1. For the HOMO-LUMO gap, the calculation gives 7.6 eV.

=====

No. 2
Formula: Br2HO3P
Source: OMol25
Level of theory: ωB97M-V with the def2-TZVPD basis set

```
7
Properties=species:S:1:pos:R:3:mulliken_charge:R:1
O -1.54 0.14 -0.76 -0.3369
O -0.15 0.55 1.22 -0.2522
O 2.27 0.56 -0.87 -0.4915
P -1.35 1.04 0.57 0.3382
Br 0.87 -2.18 0.26 -0.1362
Br 2.35 -0.28 0.44 0.5698
H -2.45 0.17 -0.87 0.3088
```

The total charge is 0. For the HOMO-LUMO gap, the calculation gives 7.5 eV.

=====

No. 3
Formula: C5H8O2
Source: OMol25
Level of theory: ωB97M-V with the def2-TZVPD basis set

```
15
Properties=species:S:1:pos:R:3:mulliken_charge:R:1
O 0.49 -1.74 -1.69 -0.6177
C 0.11 -0.94 -0.83 0.2436
C 0.25 -0.93 0.73 -0.6476
C -0.05 0.57 0.67 0.6977
O -0.93 1.22 1.50 -0.4894
C 0.99 1.25 -0.14 -0.7706
C -0.16 0.55 -0.84 -0.3147
H -1.29 -1.75 -1.32 -0.0050
H -1.82 -1.30 -0.76 0.0789
H -0.51 -1.52 1.24 0.2892
H 1.24 -1.24 1.08 0.2895
H -0.43 1.52 2.27 0.3619
H 0.90 2.33 -0.21 0.2978
H 2.00 0.87 -0.19 0.2074
H -0.79 1.11 -1.52 0.3790
```

The total charge is 0. For the HOMO-LUMO gap, the calculation gives 10.2 eV.

=====

No. 4
Formula: C5H38N2O14
Source: OMol25
Level of theory: ωB97M-V with the def2-TZVPD basis set

```
59
Properties=species:S:1:pos:R:3:mulliken_charge:R:1
N 3.68 -1.92 2.95 -0.6607
C 3.33 -0.84 2.07 -0.4125
C 1.88 -0.40 1.94 0.4722
N 1.56 0.89 1.72 0.1437
C 2.54 1.97 1.49 -0.5622
C 2.01 2.90 0.39 0.0292
C 2.06 4.42 0.62 -1.4430
O 0.93 -1.20 2.09 -0.8586
H 3.11 -1.90 3.79 0.3476
H 3.44 -2.81 2.53 0.3156
H 3.63 -1.04 1.03 0.2696
H 3.91 0.04 2.37 0.3745
H 0.58 1.08 1.58 0.1359
H 3.49 1.56 1.19 0.3961
H 2.64 2.47 2.46 0.3290
H 2.63 2.78 -0.50 0.1848
H 0.99 2.61 0.16 -0.0456
H 3.15 4.62 0.67 0.3711
H 1.83 5.00 -0.25 0.3800
H 1.68 4.75 1.59 0.3487
H -3.54 -0.10 1.61 0.3314
H -3.92 0.96 0.68 0.3009
O -3.56 0.87 1.57 -0.6041
H 1.14 -0.01 -4.32 0.3428
H 2.64 0.24 -4.46 0.2880
O 2.00 -0.43 -4.20 -0.6338
H 1.32 -1.46 -2.56 0.2918
H 2.28 -2.67 -2.38 0.2750
O 1.89 -1.91 -1.93 -0.6146
H -0.60 1.59 -2.53 0.2394
H -1.57 0.91 -3.59 0.4406
O -0.72 1.37 -3.46 -0.6514
H 0.98 -1.74 3.83 0.3606
H 1.10 -0.95 5.03 0.3565
O 1.01 -1.88 4.80 -0.6924
H -1.13 -0.91 0.40 0.3002
H -0.93 -1.37 -1.11 0.2129
O -1.59 -1.20 -0.42 -0.4831
H 3.71 0.39 -1.47 0.2471
H 3.15 -0.95 -1.30 0.3695
O 3.53 -0.22 -0.75 -0.6339
H -1.05 -1.97 2.37 0.2279
H -1.62 -0.50 2.69 0.2785
O -1.59 -1.24 2.09 -0.4754
H -4.20 -1.16 -1.55 0.3908
H -3.89 -0.91 -0.12 0.2585
O -4.64 -1.11 -0.69 -0.7822
H -3.62 0.49 -2.80 0.4320
H -2.29 -0.04 -2.00 0.3974
O -2.83 -0.09 -2.80 -0.8326
H -2.22 -3.19 -2.97 0.3108
H -2.46 -1.75 -3.42 0.3707
O -1.92 -2.54 -3.61 -0.6547
H -5.24 0.49 -1.30 0.4115
H -5.02 1.92 -1.74 0.3207
O -5.13 1.04 -2.10 -0.7152
H -1.91 2.44 1.35 0.2576
H -1.52 1.55 0.16 0.2244
O -1.16 2.02 0.92 -0.5798
```

The total charge is 0. For the HOMO-LUMO gap, the calculation gives 8.8 eV.

=====

No. 5
Formula: C2H4InN2O4
Source: OMol25
Level of theory: ωB97M-V with the def2-TZVPD basis set

```
13
Properties=species:S:1:pos:R:3:mulliken_charge:R:1
In -2.39 0.08 2.20 0.8975
C -2.95 -0.88 -1.27 0.9556
O -3.19 -1.24 -2.41 -0.2603
O -3.70 -0.24 -0.51 -0.3441
O -1.84 -1.13 -0.72 -0.2972
C 1.30 0.39 0.56 0.5782
O 0.31 0.21 1.27 -0.5941
N 1.85 1.63 0.35 -0.3905
N 2.01 -0.63 -0.01 -0.3634
H 1.21 2.38 0.52 0.2085
H 2.85 1.69 0.28 0.2062
H 3.00 -0.77 -0.04 0.1996
H 1.53 -1.49 -0.22 0.2040
```

The total charge is +1. For the HOMO-LUMO gap, the calculation gives 4.1 eV.

=====

No. 6
Formula: C6H18F2NaO3S3
Source: OMol25
Level of theory: ωB97M-V with the def2-TZVPD basis set

```
33
Properties=species:S:1:pos:R:3:mulliken_charge:R:1
Na 29.35 -3.31 -23.10 0.7940
F 30.69 -3.39 -21.25 -0.9190
F 29.32 -0.93 -23.51 -0.9526
C 30.85 -6.67 -23.89 -0.9238
S 30.06 -6.01 -25.40 0.5321
O 29.84 -4.56 -25.20 -0.5655
C 31.44 -6.31 -26.53 -1.0059
H 30.85 -7.77 -23.84 0.3879
H 30.29 -6.40 -23.00 0.1907
H 31.91 -6.44 -23.71 0.4180
H 31.44 -7.36 -26.83 0.3314
H 32.40 -6.07 -26.07 0.2992
H 31.34 -5.63 -27.37 0.3438
C 27.13 -7.60 -21.75 -0.8397
S 26.54 -6.68 -23.17 0.3782
O 27.41 -5.47 -23.28 -0.4033
C 27.10 -7.92 -24.39 -0.7385
H 26.95 -7.03 -20.84 0.2427
H 28.18 -7.87 -21.93 0.2377
H 26.61 -8.56 -21.75 0.4071
H 28.19 -7.96 -24.38 0.0489
H 26.78 -7.61 -25.37 0.3086
H 26.76 -8.91 -24.10 0.3960
C 26.07 -2.19 -19.12 -0.9522
S 26.87 -2.89 -20.63 0.5969
O 27.61 -1.77 -21.28 -0.5421
C 28.14 -3.92 -19.83 -0.8140
H 26.05 -2.95 -18.33 0.2923
H 25.03 -1.96 -19.34 0.2983
H 26.68 -1.31 -18.93 0.2985
H 27.71 -4.71 -19.21 0.3418
H 28.70 -3.36 -19.07 0.3383
H 28.92 -4.29 -20.49 0.1741
```

The total charge is -1. For the HOMO-LUMO gap, the calculation gives 5.0 eV.

=====

No. 7
Formula: C8H7Cl16F4NO3S
Source: OMol25
Level of theory: ωB97M-V with the def2-TZVPD basis set

```
40
Properties=species:S:1:pos:R:3:mulliken_charge:R:1
O 1.09 -0.41 -0.97 -0.5562
S -0.12 0.16 -1.46 1.2186
O -1.20 -0.71 -1.79 -0.4923
F 0.23 0.97 -2.73 -0.2177
N -0.59 1.35 -0.44 -0.1791
C -2.01 1.30 -0.05 -0.6183
C -2.90 2.06 -1.04 -0.0539
O -4.24 1.77 -0.69 -0.3149
C -5.12 1.44 -1.73 -0.1519
C -5.82 0.12 -1.37 0.9623
F -6.20 -0.52 -2.49 -0.2601
F -5.03 -0.70 -0.68 -0.2462
F -6.93 0.34 -0.65 -0.2803
H -0.03 1.23 0.40 0.0181
H -2.40 0.30 0.12 0.3874
H -2.09 1.82 0.91 0.3917
H -2.72 3.13 -0.90 0.2383
H -2.63 1.74 -2.05 0.0707
H -4.64 1.26 -2.71 -0.1056
H -5.90 2.19 -1.85 0.3267
Cl 3.75 0.57 0.94 -0.0535
C 2.82 1.05 2.35 0.3700
Cl 1.18 0.38 2.24 -0.1511
Cl 3.59 0.43 3.81 -0.0440
Cl 2.72 2.81 2.43 -0.1189
Cl 7.76 -1.31 2.41 -0.0894
C 8.20 0.23 3.16 0.3515
Cl 9.78 0.74 2.57 -0.0991
Cl 7.00 1.46 2.74 -0.0648
Cl 8.25 0.04 4.91 -0.1071
Cl 3.79 -5.46 3.39 -0.1018
C 4.13 -3.92 4.17 0.2715
Cl 5.67 -3.28 3.57 -0.0302
Cl 2.84 -2.77 3.80 -0.0305
Cl 4.23 -4.15 5.92 -0.1023
Cl -3.49 0.20 -4.11 -0.1492
C -3.29 -1.15 -5.25 0.3041
Cl -2.56 -2.51 -4.43 -0.0853
Cl -4.88 -1.60 -5.87 -0.0998
Cl -2.26 -0.63 -6.59 -0.1074
```

The total charge is 0. For the HOMO-LUMO gap, the calculation gives 10.7 eV. Its SMILES is O=S(=O)(F)NCCOCC(F)(F)F.ClC(Cl)(Cl)Cl.ClC(Cl)(Cl)Cl.ClC(Cl)(Cl)Cl.ClC(Cl)(Cl)Cl.

=====

No. 8
Formula: C3H4BiO4
Source: OMol25
Level of theory: ωB97M-V with the def2-TZVPD basis set

```
12
Properties=species:S:1:pos:R:3:lowdin_spin:R:1
C 0.89 0.42 1.30 0.0653
C 0.43 0.18 -0.01 0.0092
O 0.62 -1.07 -0.60 -0.0016
C -0.19 -1.38 -1.67 0.0046
O 0.04 -2.47 -2.20 0.0076
O -1.17 -0.61 -1.90 0.1005
O 0.78 1.70 1.73 0.0226
Bi -2.34 0.89 -1.17 0.7660
H 0.64 -0.34 2.04 0.0037
H 0.72 0.99 -0.71 0.0153
H 0.65 1.73 2.68 0.0002
H -1.07 -0.03 0.51 0.0067
```

The total charge is 0. Its expectation value of S² is 0.760. For the HOMO-LUMO gap (alpha / beta), the calculation gives 6.4 / 5.7 eV. Its spin multiplicity is 2.

=====

No. 9
Formula: C16H36Al2BeBrF8KN3O11PS2
Source: OMol25
Level of theory: ωB97M-V with the def2-TZVPD basis set

```
82
Properties=species:S:1:pos:R:3:mulliken_charge:R:1
O -4.90 1.62 0.62 -0.4656
C -4.52 0.43 0.78 0.0690
C -3.51 0.13 1.97 -0.6556
C -2.02 0.62 1.55 2.3115
C -1.60 1.86 2.47 -1.2950
N -1.20 1.50 3.88 0.3386
C -0.29 0.31 3.99 0.0635
C -0.84 -1.00 3.21 -0.8534
C -0.91 -0.55 1.64 0.3949
C -1.15 -1.79 0.65 -1.1269
C -1.54 -1.38 -0.85 -0.1949
C -0.61 -0.24 -1.48 0.6721
O 0.56 -0.81 -2.13 -0.5276
H -4.89 -0.43 0.10 0.3190
H -3.84 0.60 2.96 0.4180
H -3.42 -1.00 2.14 0.3269
H -2.14 1.02 0.44 -1.4009
H -2.54 2.52 2.57 0.3571
H -0.83 2.48 1.90 0.4417
H -2.00 1.40 4.53 0.4834
H -0.66 2.31 4.25 0.1195
H 0.78 0.49 3.62 0.3391
H -0.23 0.01 5.12 0.0709
H -0.15 -1.89 3.29 0.4545
H -1.85 -1.31 3.62 0.2974
H 0.11 -0.05 1.44 -0.3515
H -0.17 -2.38 0.56 0.5134
H -1.94 -2.49 1.11 0.3089
H -2.63 -0.99 -0.87 -0.1220
H -1.44 -2.29 -1.55 0.5154
H -0.36 0.61 -0.77 -0.3663
H -1.23 0.24 -2.33 -0.0731
H 0.71 -0.24 -2.92 0.3570
F -6.16 -0.89 1.34 -0.6484
Al 0.15 1.31 6.52 0.6645
F 1.00 3.68 5.77 -0.7889
C -3.29 1.71 -4.60 0.0894
O -2.74 2.17 -5.57 -0.4412
N -3.88 2.44 -3.60 0.1823
C -4.51 1.82 -2.47 -0.4508
C -3.88 3.89 -3.69 -0.9407
H -3.35 0.62 -4.43 0.3634
H -5.57 2.11 -2.44 0.3898
H -4.01 2.16 -1.55 -0.1561
H -4.44 0.73 -2.53 0.3283
H -4.38 4.19 -4.61 0.3605
H -2.84 4.24 -3.73 0.3482
H -4.38 4.33 -2.83 0.3833
Br -1.95 2.58 -0.49 0.0097
F -9.89 -3.52 3.47 -0.3795
Al -8.74 -3.88 2.14 0.8207
F -8.97 -2.67 0.87 -0.3782
F -9.00 -5.49 1.51 -0.3656
F -7.10 -3.73 2.78 -0.3879
N 3.76 2.80 0.48 -0.4415
S 4.99 1.87 0.88 1.1422
O 4.94 0.50 0.43 -0.5184
O 5.60 2.11 2.16 -0.6184
F 6.09 2.47 -0.10 -0.2556
S 2.46 2.39 1.24 1.1655
O 1.25 2.98 0.68 -0.6637
O 2.48 2.36 2.68 -0.6061
F 2.25 0.85 0.86 -0.2141
K -0.10 4.30 4.11 0.9328
Be -9.18 -1.19 3.79 1.2189
C 6.74 -2.38 -0.28 -0.5334
O 7.34 -3.04 -1.39 -0.3269
P 7.61 -2.16 -2.70 0.9353
O 7.40 -0.70 -2.55 -0.5425
O 6.70 -2.86 -3.81 -0.3123
C 5.30 -2.93 -3.56 -0.5980
O 9.08 -2.61 -3.12 -0.3422
C 9.79 -1.74 -4.00 -0.6388
H 6.34 -3.14 0.40 0.3017
H 7.49 -1.80 0.25 0.2714
H 5.92 -1.74 -0.59 0.2428
H 4.94 -2.01 -3.10 0.2858
H 5.09 -3.78 -2.90 0.2685
H 4.78 -3.09 -4.51 0.2780
H 10.30 -0.97 -3.42 0.2635
H 9.13 -1.28 -4.73 0.3161
H 10.54 -2.33 -4.54 0.2478
```

The total charge is +2. For the HOMO-LUMO gap, the calculation gives 0.9 eV.

=====

Which value of total charge does entry 6 give?
-1

=====

Among the records above, which one has the highest total charge?
C16H36Al2BeBrF8KN3O11PS2

=====

Which of these has the highest total charge?
C16H36Al2BeBrF8KN3O11PS2